Below is the ion C5H13N2 with charge +1, with properties calculated with ωB97M-V/def2-TZVPD.

Properties
HOMO energy: -0.520 Ha
SMILES: NC[C@H]1CCC[NH2+]1
E: -307.52725 hartree
ΔE to the lowest compared entry with this formula, charge and spin: 247.7 kJ/mol
lowest unoccupied orbital energy: -3.1 eV

```
! wB97M-V def2-TZVPD RIJCOSX def2/J DEFGRID3
* xyz 1 1
C 1.004 1.655 0.292
N 2.102 0.646 0.521
C -0.422 0.848 0.030
N -0.173 -0.332 0.929
C -0.216 -1.594 0.221
C -1.390 -1.260 -0.883
C -0.988 0.080 -1.272
H 0.945 2.284 1.216
H 1.183 2.195 -0.652
H 2.498 0.280 -0.328
H 2.846 1.027 1.142
H -1.225 1.372 0.570
H 0.621 -0.155 1.536
H -1.062 -0.274 1.501
H 0.773 -1.835 -0.249
H -0.643 -2.333 0.990
H -2.219 -1.205 -0.216
H -1.538 -2.075 -1.639
H -1.827 0.587 -1.525
H -0.271 0.091 -2.185
*
```

---

Below is the molecule C6H12N2O2, with properties calculated with ωB97M-V/def2-TZVPD.

Properties
HOMO energy: -0.336 Ha
SMILES: C=C(C)CN[C@@H](O)C(N)=O
E: -495.77191 hartree
ΔE to the lowest compared entry with this formula, charge and spin: 172.3 kJ/mol
lowest unoccupied orbital energy: 0.6 eV

```
! wB97M-V def2-TZVPD RIJCOSX def2/J DEFGRID3
* xyz 0 1
C 1.086 -0.135 -0.500
C 0.896 1.311 -0.103
C 0.788 -0.527 -1.771
C 1.630 -1.076 0.529
N -0.385 1.524 0.588
C -1.436 -0.700 0.409
N -1.319 -0.819 1.745
C -1.509 0.854 -0.069
O -1.701 -1.597 -0.358
O -1.568 0.898 -1.423
H -0.564 2.524 0.621
H -1.366 -1.733 2.169
H -1.045 -0.007 2.274
H 1.689 1.620 0.584
H 0.951 1.921 -1.014
H -2.443 1.199 0.403
H 0.853 0.198 -2.573
H 1.029 -1.534 -2.076
H -0.950 0.010 -1.787
H 2.720 -1.079 0.452
H 1.366 -0.760 1.535
H 1.277 -2.092 0.365
*
```

---

Below is a cluster of 2 separate species, C4H8N2O in total, with properties calculated with ωB97M-V/def2-TZVPD.

Properties
HOMO energy: -0.268 Ha
E: -341.77184 hartree
ΔE to the lowest compared entry with this formula, charge and spin: 608.6 kJ/mol
lowest unoccupied orbital energy: -0.8 eV

```
! wB97M-V def2-TZVPD RIJCOSX def2/J DEFGRID3
* xyz 0 1
C 0.926 0.684 0.869
C 1.368 -0.199 -0.218
C 0.018 -0.737 -0.818
C -1.688 0.941 -1.018
O -0.943 0.346 1.528
N -0.717 0.223 -1.385
N -0.440 -1.907 -0.540
H -0.987 -0.625 1.457
H 0.288 -2.569 -0.286
H 1.322 0.544 1.870
H 0.659 1.694 0.589
H 1.898 0.354 -0.996
H 1.971 -1.035 0.130
H -2.092 1.598 -1.800
H -1.581 0.689 0.617
*
```

---

Below is a structure of composition C48H45CsN11S, with properties calculated with ωB97M-V/def2-TZVPD.

Properties
HOMO energy: -0.109 Ha
E: -2876.69976 hartree
ΔE to the lowest compared entry with this formula, charge and spin: 112.3 kJ/mol
lowest unoccupied orbital energy: 1.6 eV

```
! wB97M-V def2-TZVPD RIJCOSX def2/J DEFGRID3
* xyz -1 1
Cs 0.227 0.149 0.255
C -3.981 -3.011 -0.767
C -3.450 -4.271 -0.996
C -2.161 -4.380 -1.488
C -1.432 -3.218 -1.747
N -1.925 -2.012 -1.462
C -3.162 -1.915 -0.998
C -0.098 -3.257 -2.396
C 0.266 -4.336 -3.206
C 1.498 -4.300 -3.831
C 2.325 -3.209 -3.642
C 1.889 -2.169 -2.814
N 0.701 -2.210 -2.220
C 2.724 -0.965 -2.572
C 4.076 -0.925 -2.917
C 4.808 0.222 -2.664
C 4.177 1.306 -2.079
C 2.829 1.182 -1.783
N 2.122 0.087 -2.013
H -4.991 -2.885 -0.402
H -4.034 -5.159 -0.791
H -1.720 -5.354 -1.649
H -3.511 -0.906 -0.798
H -0.407 -5.165 -3.369
H 1.808 -5.113 -4.475
H 3.277 -3.166 -4.149
H 4.564 -1.782 -3.358
H 5.860 0.263 -2.914
H 4.717 2.213 -1.847
H 2.289 2.014 -1.340
S -0.913 2.779 1.471
C -1.471 3.786 0.195
N -1.893 4.991 0.475
N -2.280 5.878 -0.503
C -1.651 6.327 -1.641
C -0.331 6.001 -1.986
C 0.240 6.527 -3.130
C -0.468 7.387 -3.963
C -1.766 7.735 -3.613
C -2.349 7.221 -2.470
N -1.570 3.403 -1.146
N -1.646 2.196 -1.423
C -1.973 1.933 -2.761
C -1.695 0.656 -3.250
C -2.106 0.295 -4.521
C -2.793 1.197 -5.322
C -3.055 2.477 -4.845
C -2.651 2.846 -3.576
H -3.059 6.430 -0.196
H 0.239 5.347 -1.346
H 1.260 6.262 -3.381
H -0.015 7.784 -4.862
H -2.331 8.413 -4.241
H -3.364 7.498 -2.204
H -1.157 -0.051 -2.628
H -1.890 -0.702 -4.886
H -3.126 0.906 -6.311
H -3.588 3.186 -5.467
H -2.863 3.834 -3.188
C -0.923 -2.331 3.328
N -1.720 -1.197 2.845
C -3.061 -1.675 2.529
N -3.724 -2.285 3.690
C -2.881 -3.392 4.153
N -1.531 -2.961 4.507
C -1.633 -1.937 5.554
N -2.444 -0.793 5.127
C -1.821 -0.212 3.930
C -3.771 -1.279 4.759
H 0.079 -1.982 3.593
H -0.843 -3.076 2.531
H -2.997 -2.422 1.736
H -3.669 -0.835 2.181
H -2.817 -4.140 3.358
H -3.349 -3.849 5.030
H -0.628 -1.589 5.803
H -2.089 -2.385 6.441
H -0.821 0.140 4.183
H -2.417 0.637 3.588
H -4.378 -0.436 4.421
H -4.244 -1.724 5.640
C 8.013 0.507 2.450
C 7.743 0.012 1.183
C 6.441 -0.291 0.816
C 5.372 -0.114 1.702
C 5.662 0.391 2.975
C 6.963 0.693 3.342
C 4.000 -0.476 1.275
C 2.937 -0.630 2.061
C 2.668 -0.660 3.436
C 1.948 0.373 4.097
C 1.620 0.275 5.436
C 1.950 -0.855 6.182
C 2.630 -1.894 5.547
C 2.982 -1.810 4.216
H 9.028 0.752 2.739
H 8.556 -0.141 0.481
H 6.237 -0.685 -0.174
H 4.853 0.548 3.675
H 7.163 1.079 4.335
H 3.918 -0.659 0.198
H 1.662 1.254 3.530
H 1.082 1.092 5.909
H 1.694 -0.917 7.233
H 2.890 -2.784 6.111
H 3.511 -2.623 3.732
*
```

---

Below is the ion C4H9Br2N2 with charge +1, with properties calculated with ωB97M-V/def2-TZVPD.

Properties
HOMO energy: -0.503 Ha
E: -5414.98100 hartree
ΔE to the lowest compared entry with this formula, charge and spin: 273.1 kJ/mol
lowest unoccupied orbital energy: -4.2 eV

```
! wB97M-V def2-TZVPD RIJCOSX def2/J DEFGRID3
* xyz 1 1
C -0.537 -1.450 0.364
C 0.755 -0.723 0.035
C -1.347 0.734 0.029
C 1.453 1.568 -0.348
N 0.615 0.567 0.357
N -1.534 -0.622 -0.373
Br 1.025 -0.981 -2.196
Br -1.645 1.942 -1.482
H -0.595 -2.497 0.037
H -0.645 -1.333 1.358
H 1.587 -1.068 0.457
H -1.707 1.011 0.986
H 1.790 2.247 0.330
H 2.337 0.942 -0.618
H 1.022 2.032 -1.274
H -1.417 -0.587 -1.402
H -2.595 -0.987 -0.232
*
```

---

Below is the molecule C5H11N, with properties calculated with ωB97M-V/def2-TZVPD.

Properties
HOMO energy: -0.290 Ha
SMILES: C/C=C/NCC
E: -251.80725 hartree
ΔE to the lowest compared entry with this formula, charge and spin: 145.1 kJ/mol
lowest unoccupied orbital energy: 1.2 eV

```
! wB97M-V def2-TZVPD RIJCOSX def2/J DEFGRID3
* xyz 0 1
C 3.007 0.180 0.916
C 1.558 -0.138 0.815
C 0.625 0.683 0.310
N -0.740 0.386 0.280
C -1.271 -0.588 -0.729
C -2.735 -0.395 -1.005
H 3.156 1.192 0.485
H 3.357 0.404 1.934
H 3.600 -0.546 0.364
H 1.224 -1.113 1.166
H 0.893 1.744 0.254
H -1.273 1.248 0.230
H -1.219 -1.529 -0.144
H -0.591 -0.667 -1.585
H -3.418 -1.280 -0.906
H -2.998 0.032 -2.049
H -3.174 0.387 -0.335
*
```

---

- The highest E belongs to which entry?
  C5H11N

---

What did the sixth record say?
Below is the molecule C5H11N, with properties calculated with ωB97M-V/def2-TZVPD.

Properties
HOMO energy: -0.290 Ha
SMILES: C/C=C/NCC
E: -251.80725 hartree
ΔE to the lowest compared entry with this formula, charge and spin: 145.1 kJ/mol
lowest unoccupied orbital energy: 1.2 eV

```
! wB97M-V def2-TZVPD RIJCOSX def2/J DEFGRID3
* xyz 0 1
C 3.007 0.180 0.916
C 1.558 -0.138 0.815
C 0.625 0.683 0.310
N -0.740 0.386 0.280
C -1.271 -0.588 -0.729
C -2.735 -0.395 -1.005
H 3.156 1.192 0.485
H 3.357 0.404 1.934
H 3.600 -0.546 0.364
H 1.224 -1.113 1.166
H 0.893 1.744 0.254
H -1.273 1.248 0.230
H -1.219 -1.529 -0.144
H -0.591 -0.667 -1.585
H -3.418 -1.280 -0.906
H -2.998 0.032 -2.049
H -3.174 0.387 -0.335
*
```